# 1
A structure of composition CH16Na3O11 in a non-equilibrium geometry. Source: the OMol25 dataset; level of theory: ωB97M-V/def2-TZVPD.

XYZ file:
```
31
Properties=species:S:1:pos:R:3
O -7.8536 -14.2102 -9.6078
Na -11.2712 -15.2843 -7.7101
O -11.0325 -16.5582 -10.7951
H -8.1061 -18.7977 -11.4332
H -8.5561 -14.8752 -9.6257
O -9.2476 -16.4933 -8.5414
H -10.6741 -17.3600 -11.1858
O -8.0167 -19.5316 -10.8135
H -10.2275 -20.9301 -8.4459
C -8.5673 -17.4980 -8.0936
O -8.0415 -14.3981 -6.3527
H -8.2998 -19.1801 -9.9461
O -10.2849 -21.7011 -7.8638
H -10.5265 -16.4334 -9.9748
Na -7.0621 -19.6720 -6.7800
H -8.0444 -15.3688 -6.4475
O -11.1383 -19.6929 -10.1015
O -5.8500 -17.3169 -5.3054
H -10.6156 -20.0484 -5.8775
H -7.8222 -13.9344 -8.6804
O -8.9393 -18.7018 -8.2415
H -6.4460 -17.3025 -6.0755
H -9.3777 -21.9848 -7.7216
O -10.9638 -19.1902 -6.1426
H -10.6239 -20.0370 -10.8439
H -10.4872 -19.2948 -9.5026
H -5.7139 -16.3911 -5.0790
H -10.4506 -18.9482 -6.9280
H -7.1174 -14.1446 -6.4624
Na -5.8104 -16.1031 -9.0880
O -7.4131 -17.2919 -7.5302
```

As for the HOMO energy: -12.839 eV. As for the calculated total energy: -37067.3746 eV. The value obtained for the energy relative to the best compared isomer or geometry (same formula, charge and spin) is 0.000 eV. As for the net charge: +1.

natural (NBO) population analysis, charges in e, atoms 1 to 5: -0.983, 0.995, -0.965, 0.467, 0.500

---

# 2
A cluster of 7 separate species, CH16O6 in total in a non-equilibrium geometry. Source: the OMol25 dataset; level of theory: ωB97M-V/def2-TZVPD.

XYZ file:
```
23
Properties=species:S:1:pos:R:3
H -0.6816 -0.8399 -4.2442
H -0.0053 3.2563 -0.0035
H 2.0083 -4.1077 -1.2724
O -0.0239 2.3187 0.0062
H -0.8862 1.9549 0.2315
C -0.7000 -1.3497 -5.2039
H 0.2779 -1.6331 -5.5884
O -2.6854 2.1302 0.6280
H 2.3171 -1.5312 0.3102
O 1.3840 -3.9101 -0.5662
O 1.6714 -0.9593 0.7317
H 0.8971 -3.1489 -0.8958
O -1.2442 0.0561 2.0890
H -0.7663 0.7197 2.6010
H -0.4979 -0.2931 1.5761
H -3.3284 1.8095 -0.0143
H 2.0035 -0.6434 1.5737
H 0.7704 2.1728 2.3136
H 1.9789 2.0048 1.6143
H -1.1600 -0.7388 -5.9767
H -2.5912 1.3720 1.2165
O 1.5859 1.6579 2.3809
H -1.2759 -2.2604 -5.0365
```

As for the HOMO energy: -11.145 eV. As for the SMILES: C.O.O.O.O.O.O. As for the calculated total energy: -13581.6358 eV. The value obtained for the energy relative to the best compared isomer or geometry (same formula, charge and spin) is 0.979 eV. As for the net charge: 0.

natural (NBO) population analysis, charges in e, atoms 1 to 5: 0.215, 0.469, 0.466, -0.991, 0.502

---

# 3
A cluster of 7 separate species, CH16O7 in total in a non-equilibrium geometry. Source: the OMol25 dataset; level of theory: ωB97M-V/def2-TZVPD.

XYZ file:
```
24
Properties=species:S:1:pos:R:3
O -18.6335 3.3728 0.0683
H -19.8026 6.1350 -0.5792
H -15.5604 3.7755 -0.8550
O -15.7357 3.3106 -0.0334
H -20.4556 2.9657 0.5518
O -17.9674 3.5048 3.7866
H -17.5266 0.6554 -2.6590
H -17.8532 1.1689 -1.2648
H -19.1654 4.7463 0.0750
H -22.3684 0.6714 0.2401
H -18.1909 3.6647 -1.7835
O -22.0555 -0.0464 -0.3184
O -17.2769 0.5582 -1.7352
H -19.5827 1.5935 -0.3753
H -17.2966 4.3143 -2.8522
O -18.1681 3.9295 -2.7240
C -19.5644 2.3441 0.4221
H -18.2354 4.4158 3.9324
H -19.2347 1.7953 1.3103
H -21.9271 0.3579 -1.1818
H -17.8161 3.4421 2.8338
H -16.7080 3.2710 0.0303
H -19.6604 6.0193 1.0491
O -19.2932 5.8068 0.1790
```

As for the HOMO energy: -9.431 eV. As for the calculated total energy: -15626.7335 eV. The value obtained for the energy relative to the best compared isomer or geometry (same formula, charge and spin) is 2.885 eV. As for the net charge: 0.

natural (NBO) population analysis, charges in e, atoms 1 to 5: -0.999, 0.543, 0.451, -0.963, 0.143

---

# 4
A cluster of 8 separate species, CH17O8 in total in a non-equilibrium geometry. Source: the OMol25 dataset; level of theory: ωB97M-V/def2-TZVPD.

XYZ file:
```
26
Properties=species:S:1:pos:R:3
H -23.9300 -4.9570 6.3420
O -20.9060 -5.3260 8.3570
O -21.4730 -9.5420 9.1960
H -20.0900 -5.3930 7.7660
H -23.3640 -9.7880 6.0240
H -21.3080 -10.3550 8.6560
H -22.0340 -9.3550 5.6120
H -21.7000 -5.6310 7.8560
O -22.7330 -6.2410 6.7680
O -24.2570 -4.0610 6.1220
H -24.4840 -6.6220 6.3730
O -20.6110 -8.0010 6.4220
H -21.7800 -5.2260 5.4750
H -22.1880 -9.1450 8.7140
O -22.5890 -10.0770 5.6260
H -24.6990 -3.5840 6.8270
O -21.1250 -4.7510 4.9510
H -23.6060 -8.0290 4.0070
H -24.1080 -6.7380 8.1470
H -20.9600 -5.2930 4.1750
H -23.5320 -6.8630 4.9450
H -21.3040 -7.3830 6.4830
H -23.5640 -7.9760 7.1080
O -23.4660 -7.0890 4.0200
H -20.1420 -7.8350 7.2740
C -23.7990 -6.9430 7.1250
```

As for the HOMO energy: -5.377 eV. As for the calculated total energy: -17693.8172 eV. The value obtained for the energy relative to the best compared isomer or geometry (same formula, charge and spin) is 0.820 eV. As for the net charge: -1.

natural (NBO) population analysis, charges in e, atoms 1 to 5: 0.500, -1.021, -0.941, 0.460, 0.456

---

# 5
A structure of composition CH18NaO12 in a non-equilibrium geometry. Source: the OMol25 dataset; level of theory: ωB97M-V/def2-TZVPD.

XYZ file:
```
32
Properties=species:S:1:pos:R:3
H 8.6660 -14.1040 -3.2450
O 2.1260 -10.5780 -3.4290
H 4.0400 -10.2010 -5.9210
H 4.0670 -11.1880 -0.7840
O 3.6650 -11.4910 -2.1630
H 4.4080 -13.0900 -1.8330
H 5.7950 -8.4670 -2.8320
H 6.2850 -11.7230 -0.9870
H 7.8640 -10.8850 -5.2580
O 8.7760 -13.1790 -2.9880
H 2.8450 -12.3780 -3.5980
H 6.9010 -13.7320 -4.7610
O 4.2020 -10.5940 -5.0710
Na 5.6130 -11.4180 -3.2860
H 3.8280 -11.4550 0.7530
C 2.6060 -10.7770 -2.2990
O 1.8170 -10.5180 -1.2090
O 6.1680 -13.4240 -4.2020
H 1.5690 -13.1870 -3.7160
O 5.3450 -9.1320 -2.3370
O 2.4620 -13.1320 -4.0600
O 4.5160 -11.1390 0.1680
O 7.3660 -10.5850 -4.4950
O 7.0240 -11.3750 -1.4890
H 3.5830 -10.2510 -4.4710
H 8.0130 -10.0410 -3.9860
H 6.0160 -14.1750 -3.6210
O 5.0610 -13.8020 -1.7450
H 6.8840 -10.4710 -1.5930
H 7.8430 -12.9440 -2.7260
H 4.5220 -8.7070 -2.1960
H 4.4470 -14.5490 -1.9200
```

As for the HOMO energy: -3.145 eV. As for the calculated total energy: -30319.2633 eV. As for the net charge: -1.

natural (NBO) population analysis, charges in e, atoms 1 to 5: 0.445, -0.835, 0.460, 0.504, -0.966

---

# 6
A structure of composition CH20Na2O13 in a non-equilibrium geometry. Source: the OMol25 dataset; level of theory: ωB97M-V/def2-TZVPD.

XYZ file:
```
36
Properties=species:S:1:pos:R:3
O 0.0215 -2.9784 1.3732
H 2.0013 1.9082 1.4916
H -1.2491 -1.6956 -0.0144
O 0.8602 -1.7078 -1.2607
H 0.1268 1.7906 -0.1804
O -3.4340 0.4166 -0.0919
O -1.9833 -2.2258 -0.3244
O 1.1059 1.6457 1.7051
C -0.2981 -0.0489 0.2781
O 0.8044 0.3663 -0.0156
O 0.3376 2.6779 -0.4709
H 2.5499 -0.4893 -0.7032
H -0.7037 0.6447 -1.1778
H 1.7630 1.2251 -1.9272
O 2.1993 0.5318 -1.4319
H 0.4733 -1.1531 -0.5834
Na 1.5722 -0.6618 1.4952
O -0.3741 -1.2688 0.5919
H -1.6572 2.7621 0.0550
O -1.8649 2.3412 0.8892
H -0.2594 -2.0844 1.1780
H 1.5541 0.2612 -0.7787
H -1.7660 1.4049 0.7167
H -2.4937 0.5957 -0.0911
O -1.3282 0.6132 0.1661
Na -1.3400 -0.8096 2.1909
H 0.7771 -3.1224 0.8035
H -3.5499 -0.2606 0.5746
H 0.2479 1.5567 -1.9226
H 0.7896 1.2070 0.9154
H -2.7336 -1.9170 0.1834
O -0.5922 1.1062 -2.0090
H 1.2942 2.7115 -0.4648
H 3.0362 -1.8915 -0.4044
O 2.7642 -1.0780 0.0205
H 1.3484 -2.3733 -0.7760
```

As for the HOMO energy: -9.517 eV. As for the calculated total energy: -36793.2949 eV. The value obtained for the energy relative to the best compared isomer or geometry (same formula, charge and spin) is 15.438 eV. As for the net charge: 0.

natural (NBO) population analysis, charges in e, atoms 1 to 5: -0.975, 0.471, 0.413, -0.893, 0.449

---

# 7
A cluster of 10 separate species, CH21O10 in total in a non-equilibrium geometry. Source: the OMol25 dataset; level of theory: ωB97M-V/def2-TZVPD.

XYZ file:
```
32
Properties=species:S:1:pos:R:3
O 2.3173 0.9205 1.4990
H -0.8309 -2.9744 0.0646
H 2.1582 -1.8191 -0.3192
H -1.9344 2.8614 0.2799
H 3.2705 0.4895 -0.6003
H 0.4273 1.6762 -2.6181
H 0.8827 -0.9064 3.0143
H -1.0903 0.6499 1.6657
C 0.3563 -1.3795 2.1443
O -0.4165 -1.3846 -2.9968
O -1.7043 0.0765 -0.4767
O -1.0542 3.2960 0.2254
H -1.6470 -1.6640 -0.2139
O 3.0668 0.8317 -1.4559
H -2.0199 1.7684 2.0027
H 0.8427 -1.1686 0.0122
O 0.0912 -0.3286 1.2743
O -0.5248 1.6494 -2.3860
H 1.4909 0.3989 1.1967
H -0.8930 -0.1698 0.2289
H -0.5048 -1.9943 2.3229
O -2.1018 0.8927 1.7448
H 2.5679 1.6028 -1.2170
H 1.0695 -2.0191 1.6281
O -1.5867 -2.6461 -0.4924
H 2.0590 1.6985 1.4336
H -2.3755 0.4862 0.1602
H -1.3129 -1.1098 -2.6641
H -0.2169 -2.0374 -2.3343
H -0.8518 0.8807 -2.0640
H -0.7870 3.2385 -0.6720
O 1.2522 -1.8161 -0.3869
```

As for the HOMO energy: -6.235 eV. As for the calculated total energy: -21852.7450 eV. The value obtained for the energy relative to the best compared isomer or geometry (same formula, charge and spin) is 2.504 eV. As for the net charge: -1.

natural (NBO) population analysis, charges in e, atoms 1 to 5: -0.996, 0.466, 0.462, 0.472, 0.480

---

# 8
A cluster of 11 separate species, CH25N2O10 in total in a non-equilibrium geometry. Source: the OMol25 dataset; level of theory: ωB97M-V/def2-TZVPD.

XYZ file:
```
38
Properties=species:S:1:pos:R:3
O 0.4624 -2.2815 -3.3829
H -2.4236 3.1105 0.8684
H 0.8294 3.4814 2.3599
O -3.2017 -2.5665 1.9379
N -0.1679 0.4119 -1.2473
H -0.8596 -4.5785 0.1232
H -0.1462 -2.5734 -2.7828
O -1.5407 1.1023 2.9060
H -0.5750 0.2244 1.6994
H -1.7980 -3.4000 0.2225
H -2.6402 -1.9908 2.5051
H 2.0803 -1.1004 -3.7760
H 0.1329 -1.3944 0.5929
H 0.7891 2.7222 -1.2394
H 2.8514 0.5096 3.4566
O 0.1442 -0.1491 1.4820
H -2.6074 3.4427 -0.5946
H 0.8178 -0.0393 2.1885
H 1.3549 2.8877 -2.8772
H 0.7655 -3.1936 -3.6945
H 2.1258 3.2608 1.7210
H -0.3235 -0.6332 -1.4367
O 2.6994 0.5014 2.5883
H 1.1101 -2.3315 -0.3922
H -1.9514 0.5754 3.5952
H -0.0217 0.6000 -0.2990
O 1.1633 3.5906 1.5044
O 0.1858 -2.1090 -0.2495
O -1.7708 -4.3875 0.3454
O -2.9967 2.8862 0.0832
H 3.2805 0.9631 2.0799
H 0.3329 0.8022 -3.4210
H -2.0727 1.8528 2.5583
H -2.7836 -3.4653 2.2212
O 2.4225 -0.2777 -3.3659
N 0.8123 2.3739 -2.1931
H 3.1012 0.1261 -3.8383
C 0.4191 1.0466 -2.2488
```

As for the HOMO energy: -13.083 eV. As for the calculated total energy: -24890.2510 eV. As for the net charge: +1.

natural (NBO) population analysis, charges in e, atoms 1 to 5: -0.958, 0.448, 0.470, -0.939, -0.734

---

# 9
A cluster of 12 separate species, CH28O12 in total in a non-equilibrium geometry. Source: the OMol25 dataset; level of theory: ωB97M-V/def2-TZVPD.

XYZ file:
```
41
Properties=species:S:1:pos:R:3
H 2.9513 4.0360 1.7828
H -0.1380 -0.9897 0.0755
O -1.7122 0.8153 2.9845
H -2.5995 0.4443 3.1567
O -2.8187 3.0174 0.3684
O 3.0425 0.8968 2.8103
H 2.2338 0.6633 3.2741
H -2.2274 2.2581 0.3140
H 1.7559 -0.5639 -3.6210
H -0.9884 -4.3358 1.9947
O 2.2159 3.4661 2.0361
H 2.5166 -0.2965 -1.0731
H -2.3360 3.7314 -0.0693
H -1.5209 0.8516 1.9705
O -2.9753 -0.3591 -0.9557
O -0.9698 0.9198 0.3369
H 3.9600 -0.3963 -0.5692
H 3.1373 0.2232 2.1257
O 0.8201 -0.3824 -3.7845
O 1.2267 -3.2807 -1.4971
H 0.8175 0.3003 -4.4669
H 1.0610 -4.2220 -1.6339
H -1.8254 -3.0689 1.3015
O -0.9628 -3.4710 1.5140
C 0.1414 0.0870 0.0388
H -0.3239 2.5540 -0.5436
H 0.4259 0.2335 -1.0078
H 0.6723 3.5240 0.1224
H -0.4649 -2.8506 2.0921
H -1.0084 0.3037 3.4210
H -0.5951 -1.3498 -3.1349
H -2.7430 -0.8494 -1.8094
O 3.4334 -0.2673 -1.3652
H 0.4058 -2.8382 -1.7439
H -1.4984 -2.5446 -2.7462
H -3.1737 -0.9997 -0.2668
H 0.9761 0.1816 0.7418
H 2.5157 2.5742 1.8186
H -2.1246 0.1570 -0.7190
O 0.0994 3.4186 -0.6495
O -1.4022 -1.5913 -2.6236
```

As for the HOMO energy: -15.218 eV. As for the calculated total energy: -26040.0948 eV. As for the net charge: +2.

natural (NBO) population analysis, charges in e, atoms 1 to 5: 0.486, 0.082, -0.772, 0.554, -0.967